84
Properties=species:S:1:pos:R:3 method="wB97M-V/def2-TZVPD" total_charge=0 e_homo_ev=-10.285 total_energy_ha=-3106.03338 fmax_ev_per_a=2.2 multiplicity=1 gap_ev=9.697 smiles="C[N+](=O)[O-].C[N+](=O)[O-].C[N+](=O)[O-].C[N+](=O)[O-].C[N+](=O)[O-].C[N+](=O)[O-].C[N+](=O)[O-].O=S1(=O)OCCO1.O=C1CCCO1.O=C1CCCO1"
C 2.74 0.06 2.90
N 2.23 -1.31 2.72
O 1.49 -1.75 3.54
O 2.63 -1.93 1.77
H 3.03 0.43 1.92
H 3.57 0.12 3.60
H 1.89 0.67 3.20
C -3.38 2.45 1.72
N -4.28 2.30 0.54
O -5.08 1.37 0.54
O -4.27 3.18 -0.29
H -3.29 3.53 1.84
H -2.43 1.98 1.50
H -3.86 2.08 2.61
C 1.17 -4.32 -3.26
N 1.06 -4.16 -1.79
O -0.02 -4.38 -1.30
O 2.06 -3.87 -1.16
H 0.21 -4.10 -3.71
H 1.60 -5.30 -3.42
H 1.93 -3.62 -3.61
C -4.48 -1.36 -1.13
N -4.91 -2.60 -1.85
O -6.08 -2.88 -1.79
O -4.05 -3.33 -2.31
H -5.16 -0.56 -1.43
H -3.50 -1.10 -1.52
H -4.62 -1.62 -0.09
C -0.28 -1.56 0.17
N -0.57 -0.12 -0.03
O -1.66 0.20 -0.38
O 0.30 0.66 0.31
H -0.24 -1.71 1.24
H 0.68 -1.77 -0.29
H -1.06 -2.13 -0.32
C 0.08 -4.40 2.05
N -0.31 -5.56 2.91
O 0.04 -5.55 4.07
O -1.07 -6.36 2.43
H 0.49 -3.57 2.62
H -0.83 -4.21 1.51
H 0.86 -4.75 1.38
C -3.22 -2.68 4.29
N -2.96 -1.88 3.05
O -1.82 -1.46 2.90
O -3.86 -1.78 2.24
H -2.72 -2.07 5.04
H -2.74 -3.65 4.21
H -4.27 -2.81 4.49
O -1.50 5.92 -2.61
S -1.52 4.90 -3.59
O -1.90 5.23 -4.91
O -0.19 4.07 -3.66
C -0.17 2.90 -2.80
C -1.63 2.75 -2.28
O -2.41 3.68 -3.04
H -0.01 2.08 -3.51
H 0.62 3.12 -2.10
H -1.76 2.95 -1.22
H -2.03 1.77 -2.52
O 2.81 2.00 -2.59
C 3.64 1.23 -2.15
C 3.48 -0.24 -1.90
C 4.92 -0.80 -1.82
C 5.75 0.48 -1.57
O 4.93 1.60 -1.96
H 2.97 -0.43 -0.95
H 2.80 -0.65 -2.64
H 4.97 -1.45 -0.95
H 5.13 -1.26 -2.77
H 5.96 0.64 -0.51
H 6.68 0.44 -2.12
O -1.12 4.15 0.77
C 0.06 4.09 0.73
C 0.95 3.37 1.71
C 2.27 3.25 0.92
C 2.18 4.56 0.13
O 0.80 4.66 -0.23
H 1.09 4.05 2.56
H 0.56 2.44 2.12
H 3.13 3.22 1.60
H 2.20 2.44 0.20
H 2.52 5.39 0.77
H 2.83 4.68 -0.73